{
  "formula": "C30H34NO9W",
  "method": "ωB97M-V/def2-TZVPD",
  "elements": ["W", "O", "O", "O", "O", "O", "O", "O", "O", "O", "N", "C", "C", "C", "C", "C", "C", "C", "C", "C", "C", "C", "C", "C", "C", "C", "C", "C", "C", "C", "C", "C", "C", "C", "C", "C", "C", "C", "C", "C", "C", "H", "H", "H", "H", "H", "H", "H", "H", "H", "H", "H", "H", "H", "H", "H", "H", "H", "H", "H", "H", "H", "H", "H", "H", "H", "H", "H", "H", "H", "H", "H", "H", "H", "H"],
  "positions_angstrom": [[-0.15, -0.56, 0.13], [-2.27, -3.03, -0.64], [0.79, 2.91, 1.28], [-2.75, -8.75, -2.21], [-1.42, 2.37, 1.03], [-2.36, 9.30, 0.96], [-0.66, -8.34, -2.84], [-2.75, -7.47, -4.97], [-1.84, -5.40, -5.03], [-0.70, 9.41, 2.41], [-1.48, 8.76, 1.67], [-3.55, -3.77, -0.90], [-0.27, 6.76, 2.35], [-2.11, 6.57, 0.75], [-2.24, -6.37, -4.40], [-1.82, 5.23, 0.57], [-1.32, -4.00, -0.21], [-0.29, -1.44, 2.09], [-1.34, 7.35, 1.64], [-2.58, -7.49, -6.39], [-1.66, -5.33, -0.83], [-0.45, 3.15, 1.19], [-1.91, -7.95, -2.60], [1.34, 0.15, 1.56], [1.77, -1.14, 1.05], [-0.81, 1.03, -1.73], [-4.09, -3.20, -2.20], [-0.76, 4.63, 1.28], [-0.78, -0.30, -2.27], [-1.15, -5.53, -2.26], [0.55, -0.83, -2.07], [-4.53, -3.50, 0.24], [-3.21, -5.31, -0.96], [1.34, 0.19, -1.41], [-2.21, -6.46, -2.88], [0.49, 1.33, -1.18], [-3.58, -6.11, -2.22], [0.77, -2.11, 1.37], [-0.53, -9.76, -2.72], [0.07, -0.04, 2.21], [0.02, 5.42, 2.16], [-0.30, -3.67, -0.47], [0.51, -9.98, -2.95], [-5.02, -3.69, -2.50], [-5.50, -3.99, 0.03], [-2.42, 4.61, -0.10], [-0.80, -10.08, -1.71], [-1.39, -4.06, 0.88], [-1.20, -10.24, -3.44], [-0.15, -5.98, -2.31], [1.96, 1.04, 1.59], [-1.59, -0.80, -2.78], [-3.35, -3.30, -3.01], [-4.17, -3.90, 1.19], [-0.47, 0.68, 2.82], [-4.04, -7.07, -1.97], [-1.15, -1.92, 2.54], [-4.23, -5.59, -2.94], [-1.16, -4.60, -2.85], [-3.66, -5.79, -0.07], [2.75, -1.38, 0.61], [-4.72, -2.42, 0.35], [0.93, -1.77, -2.47], [0.85, 4.96, 2.69], [-2.95, -6.56, -6.85], [-1.65, 1.72, -1.76], [0.34, 7.37, 3.02], [-2.92, 7.05, 0.19], [-3.13, -8.36, -6.74], [-1.51, -7.59, -6.62], [0.84, 2.30, -0.82], [-4.30, -2.13, -2.08], [0.83, -3.18, 1.21], [-1.29, -6.14, -0.19], [2.42, 0.18, -1.26]],
  "lowdin_charge": [1.32, -0.12, -0.08, 0.09, -0.05, 0.03, -0.02, -0.02, 0.12, 0.02, -0.33, -0.46, 0.00, 0.00, -0.42, -0.01, -0.20, -0.29, -0.18, -0.04, -0.21, -0.66, -0.43, -0.21, -0.22, -0.17, -0.03, -0.10, -0.19, -0.04, -0.24, -0.02, -0.15, -0.24, -0.23, -0.19, -0.03, -0.29, -0.04, -0.24, -0.01, 0.10, 0.09, 0.08, 0.09, 0.12, 0.10, 0.12, 0.10, 0.13, 0.11, 0.08, 0.09, 0.09, 0.11, 0.12, 0.09, 0.12, 0.14, 0.14, 0.11, 0.09, 0.09, 0.12, 0.10, 0.10, 0.11, 0.11, 0.09, 0.10, 0.10, 0.09, 0.08, 0.16, 0.11],
  "e_above_lowest_kcal_mol": 5.5,
  "s2": 2.013,
  "lumo_ha": [0.0672, 0.0672],
  "multiplicity": 3,
  "total_charge": -1
}

***

{
  "formula": "C7H10",
  "method": "ωB97M-V/def2-TZVPD",
  "elements": ["C", "C", "C", "C", "C", "C", "C", "H", "H", "H", "H", "H", "H", "H", "H", "H", "H"],
  "positions_angstrom": [[-0.85, -0.97, 0.27], [-0.95, 0.43, 0.88], [0.88, -0.70, -1.76], [-0.72, 0.70, -1.29], [1.02, 0.27, 1.94], [0.18, -0.26, -0.62], [0.51, 0.74, 0.70], [-0.44, -1.75, 0.94], [-1.73, -1.38, -0.25], [-1.60, 0.32, -1.81], [1.58, 0.93, 2.60], [1.57, -0.04, -2.28], [0.81, 1.75, 0.42], [-0.37, 1.68, -1.61], [-1.61, 0.78, 1.68], [0.86, -1.74, -2.11], [0.85, -0.74, 2.28]],
  "lowdin_charge": [-0.13, -0.04, 0.10, 0.07, 0.05, -0.56, -0.34, 0.10, 0.11, 0.08, 0.06, 0.06, 0.13, 0.09, 0.10, 0.07, 0.06],
  "e_above_lowest_kcal_mol": 175.8,
  "lumo_ha": [0.0058, 0.0076]
}

***

{
  "formula": "Br5HSi3",
  "method": "ωB97M-V/def2-TZVPD",
  "elements": ["Br", "Br", "Br", "Br", "Br", "Si", "Si", "Si", "H"],
  "positions_angstrom": [[0.62, 1.64, 1.66], [2.27, 0.00, -1.65], [1.73, -1.71, 1.40], [-0.75, 1.78, -1.72], [-3.37, -1.30, -0.87], [-0.23, -0.53, 1.11], [-1.06, -1.51, -1.01], [1.45, 2.16, -1.63], [-0.64, -0.54, 2.71]],
  "lowdin_charge": [0.06, 0.03, 0.09, 0.08, 0.05, -0.35, 0.15, -0.04, -0.07],
  "e_above_lowest_kcal_mol": 10.3,
  "lumo_ha": -0.0763
}

***

{
  "formula": "C28H33O3Si",
  "method": "ωB97M-V/def2-TZVPD",
  "elements": ["Si", "O", "O", "O", "C", "C", "C", "C", "C", "C", "C", "C", "C", "C", "C", "C", "C", "C", "C", "C", "C", "C", "C", "C", "C", "C", "C", "C", "C", "C", "C", "C", "H", "H", "H", "H", "H", "H", "H", "H", "H", "H", "H", "H", "H", "H", "H", "H", "H", "H", "H", "H", "H", "H", "H", "H", "H", "H", "H", "H", "H", "H", "H", "H", "H"],
  "positions_angstrom": [[-3.08, 0.42, 1.47], [-2.52, -0.78, 2.54], [-1.84, -3.93, -0.18], [0.08, -4.97, 8.70], [1.59, -6.87, 8.55], [0.58, -4.17, 7.68], [3.91, -1.76, 1.03], [1.27, -2.37, 5.61], [-3.62, 1.82, 2.55], [1.30, -1.97, 6.96], [2.83, -0.42, 2.73], [2.89, -7.45, 10.51], [2.22, -6.48, 11.24], [4.56, -1.85, -0.30], [2.57, -7.65, 9.16], [-2.26, -3.12, 0.79], [0.94, -5.90, 9.30], [-0.44, -1.43, 3.62], [3.60, -2.90, 1.78], [1.11, -3.74, 5.37], [2.94, -2.79, 3.02], [-1.38, -2.73, 1.76], [0.86, -2.82, 7.98], [1.20, -5.72, 10.67], [-1.42, -1.58, 2.59], [0.70, -4.63, 6.37], [2.33, -1.57, 3.40], [-4.49, -0.13, 0.39], [-1.59, 0.83, 0.42], [1.34, -1.40, 4.45], [3.53, -0.52, 1.54], [-2.62, -4.06, -1.37], [2.91, -3.68, 3.64], [4.54, -2.86, -0.71], [-4.77, 0.65, -0.33], [0.66, -4.96, 11.22], [-2.86, 2.06, 3.30], [-4.55, 1.56, 3.09], [-4.25, -1.03, -0.19], [3.90, -3.87, 1.41], [-0.49, -3.34, 1.91], [3.80, 0.38, 1.01], [1.20, -4.14, 4.37], [-2.46, -3.20, -2.03], [1.58, -0.96, 7.25], [1.34, -6.97, 7.48], [2.47, -6.31, 12.29], [-3.82, 2.73, 1.96], [2.59, 0.56, 3.15], [3.68, -8.04, 10.96], [-0.55, -0.56, 4.26], [5.62, -1.54, -0.28], [-1.83, 1.67, -0.25], [-0.74, 1.13, 1.06], [-3.69, -4.16, -1.17], [-2.26, -4.96, -1.87], [-1.29, -0.03, -0.19], [0.74, -2.50, 9.01], [4.07, -1.18, -1.03], [-3.32, -2.82, 0.75], [-5.39, -0.35, 0.99], [-0.33, -2.45, 4.05], [0.47, -5.67, 6.13], [1.36, -0.37, 4.85], [3.08, -8.40, 8.56]],
  "lowdin_charge": [0.44, -0.09, -0.07, 0.00, -0.02, -0.23, -0.27, -0.21, -0.15, 0.00, -0.02, -0.08, -0.08, -0.05, -0.07, -0.06, -0.24, 0.06, -0.02, -0.04, 0.00, 0.01, 0.04, 0.00, -0.27, 0.02, -0.21, -0.15, -0.15, -0.06, -0.04, -0.03, 0.10, 0.08, 0.05, 0.12, 0.04, 0.05, 0.01, 0.11, 0.13, 0.12, 0.10, 0.10, 0.12, 0.11, 0.11, 0.05, 0.12, 0.10, 0.11, 0.09, 0.05, 0.04, 0.10, 0.10, 0.04, 0.13, 0.09, 0.14, 0.05, 0.11, 0.12, 0.14, 0.11],
  "e_above_lowest_kcal_mol": 67.1,
  "lumo_ha": -0.1619,
  "total_charge": 1
}

***

{
  "formula": "C15H15Cl2FN3",
  "method": "ωB97M-V/def2-TZVPD",
  "elements": ["Cl", "Cl", "F", "N", "N", "N", "C", "C", "C", "C", "C", "C", "C", "C", "C", "C", "C", "C", "C", "C", "C", "H", "H", "H", "H", "H", "H", "H", "H", "H", "H", "H", "H", "H", "H", "H"],
  "positions_angstrom": [[4.88, 1.06, 0.68], [0.68, -1.13, 2.76], [1.55, 0.13, 0.10], [-1.01, 1.08, -1.56], [2.96, -0.09, 2.00], [-1.01, -1.07, -1.55], [4.11, -0.01, 4.42], [-3.51, 1.43, -1.49], [4.14, 0.45, 2.08], [-2.38, 0.69, -1.63], [-4.68, 0.69, -1.31], [-2.38, -0.68, -1.63], [-0.59, 2.45, -1.66], [1.32, 0.03, -1.24], [2.80, -0.54, 4.30], [2.26, -0.53, 3.01], [-3.51, -1.42, -1.48], [-4.68, -0.68, -1.31], [4.81, 0.49, 3.31], [-0.22, 0.01, -1.38], [-0.59, -2.44, -1.64], [1.74, -0.96, -1.59], [4.57, 0.01, 5.39], [0.10, 2.72, -0.86], [2.22, -0.92, 5.09], [-0.06, -2.69, -2.56], [-5.62, -1.23, -1.17], [1.73, 0.98, -1.66], [-5.62, 1.23, -1.17], [-3.46, -2.50, -1.49], [-1.43, -3.08, -1.59], [-3.46, 2.51, -1.50], [0.08, -2.70, -0.81], [-1.44, 3.09, -1.59], [-0.10, 2.71, -2.61], [5.79, 0.90, 3.34]],
  "lowdin_charge": [0.72, 0.71, -0.07, 0.01, 0.01, 0.01, -0.03, 0.02, -0.76, -0.13, -0.05, -0.13, 0.02, -0.07, -0.06, -0.75, 0.02, -0.05, -0.07, -0.09, 0.01, 0.15, 0.11, 0.12, 0.09, 0.12, 0.13, 0.14, 0.13, 0.12, 0.08, 0.12, 0.11, 0.08, 0.12, 0.10],
  "lumo_ha": -0.1272,
  "total_charge": 1
}

***

{
  "formula": "C5H11N",
  "method": "ωB97M-V/def2-TZVPD",
  "elements": ["N", "C", "C", "C", "C", "C", "H", "H", "H", "H", "H", "H", "H", "H", "H", "H", "H"],
  "positions_angstrom": [[-0.38, -0.77, 0.40], [0.61, -1.37, 1.03], [-1.35, 0.08, 0.25], [1.83, 1.42, 0.56], [0.40, -1.72, -0.38], [-1.96, 0.38, -1.08], [-0.16, -2.60, -0.72], [2.16, 2.41, 0.23], [-1.95, 1.46, -1.29], [1.05, -1.29, -1.15], [-1.67, 0.61, 1.15], [-1.41, -0.12, -1.88], [0.69, -1.81, 2.01], [0.81, 1.25, 0.21], [1.85, 1.36, 1.65], [-3.01, 0.06, -1.14], [2.49, 0.65, 0.16]],
  "lowdin_charge": [-0.17, -0.09, -0.16, -0.06, -0.10, -0.09, 0.10, 0.02, 0.07, 0.09, 0.12, 0.07, 0.09, -0.01, 0.03, 0.07, 0.02],
  "e_above_lowest_kcal_mol": 93.4,
  "lumo_ha": 0.0397
}

***

Number 1: calculated total energy -1962.4532 hartree. Number 2: calculated total energy -272.4378 hartree. Number 3: calculated total energy -13739.2686 hartree. Number 4: calculated total energy -1601.6431 hartree. Number 5: calculated total energy -1764.8711 hartree. Number 6: calculated total energy -251.7136 hartree.